Molecular formula: C65H139N7O9
Method: DFT, ωB97M-V with the def2-TZVPD basis set

Properties
Calculated total energy   -3619.73358 hartree
Multiplicity   1
Total charge   0
Relative energy (zero: lowest compared OMol25 entry of this formula, charge and spin)   11.227 eV
HOMO-LUMO gap   8.04 eV

Structure (XYZ):
```
220
Properties=species:S:1:pos:R:3:forces:R:3:lowdin_charge:R:1
C 9.927 -3.723 -0.335 -0.7 0.8 0.0 -0.038
C 10.105 -2.279 -0.970 1.6 0.0 0.7 -0.450
C 11.541 -1.819 -0.423 -1.7 0.2 -0.9 -0.027
C 10.202 -2.441 -2.511 0.1 1.0 -0.5 -0.151
C 10.105 -1.157 -3.373 -1.5 0.3 1.5 -0.167
C 8.860 -0.287 -2.882 2.5 -1.8 0.1 -0.125
C 8.758 -0.067 -1.337 0.0 0.7 -1.3 -0.479
C 9.666 1.130 -0.949 0.3 -1.1 1.5 -0.037
C 7.310 0.463 -1.183 -0.3 -1.5 1.9 -0.064
N 8.959 -1.384 -0.623 -0.2 0.3 -0.8 -0.070
O 8.776 -1.251 0.818 0.5 0.0 -1.4 -0.024
H 8.891 -3.917 -0.055 -0.4 -0.2 -1.0 0.070
H 10.342 -4.435 -1.048 -0.3 -0.2 0.1 0.077
H 10.344 -3.950 0.646 0.9 0.7 -0.1 0.072
H 11.926 -0.936 -0.934 -0.3 0.4 0.2 0.059
H 11.343 -1.657 0.636 0.8 0.0 0.0 0.076
H 12.271 -2.582 -0.694 -0.1 -0.3 0.6 0.076
H 11.197 -2.803 -2.771 -0.1 -0.8 0.3 0.110
H 9.418 -3.110 -2.866 0.1 -0.3 0.1 0.116
H 11.013 -0.554 -3.394 0.1 0.0 0.4 0.097
H 9.932 -1.419 -4.417 -0.1 -0.2 0.0 0.100
H 7.983 -0.868 -3.169 -0.2 0.6 -0.4 0.112
H 9.111 0.636 -3.405 -1.3 0.4 0.2 0.114
H 9.786 1.174 0.134 -0.5 -0.1 0.4 0.076
H 9.191 2.077 -1.208 0.5 -0.1 -0.5 0.082
H 10.714 0.976 -1.204 -0.1 0.4 -0.9 0.067
H 7.052 1.337 -1.782 0.3 -0.1 0.2 0.089
H 7.135 0.570 -0.113 0.3 1.2 0.2 0.073
H 6.550 -0.313 -1.274 0.1 -0.4 -1.2 0.078
H 8.007 -1.818 0.910 -0.1 0.0 0.4 0.091
C 1.357 -6.333 -3.034 0.6 0.1 0.2 -0.044
C 2.442 -6.489 -4.129 -1.7 0.0 -1.0 -0.449
C 3.757 -5.857 -3.722 0.6 -0.9 -0.2 -0.044
C 2.609 -8.058 -4.352 0.2 0.0 -2.3 -0.101
C 3.241 -8.349 -5.785 -0.1 0.5 0.3 -0.173
C 2.435 -7.667 -6.896 0.2 0.0 0.9 -0.175
C 2.550 -6.133 -6.799 0.0 -0.3 0.3 -0.451
C 4.051 -5.648 -6.954 -1.1 0.2 -0.4 -0.011
C 1.654 -5.602 -7.956 -0.6 0.4 1.1 -0.032
N 1.965 -5.829 -5.445 -0.6 -2.4 -1.0 -0.122
O 1.683 -4.474 -5.384 0.6 1.1 1.1 -0.030
H 0.351 -6.705 -3.229 0.1 0.1 -0.7 0.080
H 1.697 -6.960 -2.209 0.2 0.1 0.3 0.076
H 1.294 -5.307 -2.671 0.0 0.0 -0.1 0.077
H 4.043 -6.075 -2.693 -0.2 0.2 0.2 0.087
H 4.467 -6.410 -4.337 0.5 0.5 0.1 0.066
H 3.828 -4.795 -3.960 -0.2 -0.1 0.2 0.085
H 3.190 -8.552 -3.573 0.4 0.5 0.1 0.111
H 1.685 -8.636 -4.345 -0.6 0.6 0.1 0.105
H 4.259 -7.963 -5.726 0.2 -0.3 -0.4 0.083
H 3.246 -9.381 -6.136 0.3 -0.4 1.0 0.106
H 1.430 -8.052 -6.718 -0.6 0.8 0.2 0.114
H 2.560 -8.057 -7.906 1.0 0.2 -0.1 0.118
H 4.222 -4.914 -7.742 -0.5 -0.1 -0.4 0.068
H 4.626 -6.531 -7.232 0.5 0.3 0.5 0.076
H 4.363 -5.064 -6.088 0.3 -0.8 0.2 0.062
H 2.193 -5.494 -8.897 -0.1 -0.4 0.1 0.085
H 1.173 -4.642 -7.770 0.6 0.4 0.1 0.065
H 0.770 -6.238 -8.012 0.2 -0.4 -0.5 0.080
H 0.852 -4.404 -5.861 -0.2 0.1 0.3 0.088
C 2.828 8.550 1.954 0.6 0.3 0.4 -0.017
C 3.911 9.457 2.684 0.1 0.9 -1.4 -0.436
C 4.236 8.964 4.088 -1.9 0.7 1.3 -0.047
C 5.266 9.527 1.985 0.8 0.4 -1.5 -0.153
C 5.287 10.404 0.700 -2.0 -0.8 0.9 -0.157
C 4.815 11.843 1.010 2.3 0.1 0.7 -0.127
C 3.561 12.042 1.914 0.5 -0.4 -1.2 -0.497
C 3.691 13.330 2.792 -0.8 -0.6 0.7 -0.018
C 2.409 12.098 0.924 -0.2 2.1 -1.4 -0.047
N 3.350 10.885 2.731 4.1 -2.0 0.3 -0.181
O 2.311 11.039 3.542 -2.2 -0.3 1.6 0.001
H 3.166 7.524 1.809 0.3 0.0 0.0 0.080
H 1.899 8.451 2.515 0.1 0.2 0.5 0.068
H 2.491 8.945 0.995 0.5 0.1 -0.2 0.064
H 3.262 8.633 4.450 0.1 -0.3 0.7 0.073
H 4.978 8.215 4.367 0.1 -0.2 -1.1 0.087
H 4.488 9.833 4.695 0.0 0.1 0.0 0.089
H 6.059 9.821 2.673 -0.3 0.7 0.3 0.114
H 5.670 8.559 1.691 -0.7 -0.5 0.0 0.115
H 6.198 10.214 0.131 0.3 0.9 0.2 0.108
H 4.520 9.951 0.072 -0.2 -0.1 -0.3 0.093
H 4.835 12.451 0.105 -0.8 -0.1 -0.1 0.112
H 5.648 12.299 1.546 0.2 0.0 0.4 0.106
H 3.731 14.275 2.251 0.1 -0.2 -0.2 0.083
H 4.430 13.316 3.593 1.0 -0.4 -0.7 0.081
H 2.856 13.350 3.492 -0.8 0.2 -0.6 0.068
H 2.347 11.212 0.292 -0.2 -0.2 0.4 0.083
H 2.676 12.884 0.218 0.2 0.1 -0.4 0.074
H 1.443 12.520 1.201 -0.2 -0.8 0.8 0.084
H 1.569 10.711 3.028 -0.9 0.0 0.1 0.099
C 1.975 5.305 12.080 -0.2 1.1 -0.8 -0.052
C 2.569 3.898 12.212 -1.1 0.5 0.9 -0.469
C 4.078 4.037 12.090 1.4 -0.6 0.3 -0.057
C 2.299 3.424 13.678 -1.5 -1.7 -0.9 -0.102
C 0.790 2.975 13.845 1.6 0.7 0.4 -0.172
C 0.386 1.975 12.826 -1.8 0.1 -0.5 -0.170
C 0.736 2.233 11.363 -0.4 -0.4 -0.9 -0.493
C 0.834 0.867 10.652 0.0 0.4 -0.3 -0.041
C -0.425 3.011 10.664 0.2 0.4 -1.0 -0.027
N 2.013 2.905 11.193 1.5 -0.7 4.5 -0.141
O 2.450 3.129 9.919 -0.4 0.9 -0.5 0.020
H 2.148 5.993 12.908 0.8 -0.3 0.3 0.086
H 0.905 5.483 11.981 -0.3 -0.9 -0.3 0.070
H 2.452 5.760 11.212 -0.1 0.4 -0.2 0.076
H 4.581 3.119 12.393 -0.2 -0.8 -1.0 0.083
H 4.637 4.603 12.836 -1.1 1.1 0.5 0.086
H 4.494 4.438 11.166 -0.4 -0.4 -0.3 0.083
H 2.918 2.527 13.709 0.0 -0.2 0.7 0.110
H 2.609 4.135 14.444 0.1 0.1 -0.3 0.115
H 0.109 3.823 13.775 0.3 0.4 0.0 0.107
H 0.507 2.455 14.760 0.7 0.5 0.6 0.110
H -0.690 2.141 12.859 -0.3 -0.5 -0.3 0.106
H 0.434 0.943 13.172 1.0 -0.1 -0.3 0.121
H 1.667 0.251 10.991 -0.1 0.1 0.4 0.087
H -0.122 0.359 10.777 0.1 -0.2 -0.1 0.088
H 1.020 1.025 9.589 -0.2 0.0 -0.1 0.073
H -1.463 2.886 10.974 0.2 -0.4 0.6 0.079
H -0.261 4.088 10.628 0.1 0.1 0.2 0.065
H -0.452 2.705 9.618 0.1 0.1 -0.2 0.071
H 2.115 4.026 9.848 0.1 0.5 -1.5 0.089
C -9.666 -7.163 4.421 -0.2 -0.3 1.1 -0.032
C -8.813 -8.397 5.035 -1.2 0.6 -1.1 -0.399
C -9.812 -9.435 5.680 0.6 -0.1 0.2 -0.046
C -8.105 -9.116 3.802 1.6 2.7 0.4 -0.096
C -6.897 -8.159 3.247 -1.4 -1.6 1.5 -0.147
C -5.995 -7.837 4.455 0.2 -0.3 -1.3 -0.169
C -6.561 -7.278 5.767 1.5 -0.1 -0.6 -0.491
C -5.402 -7.608 6.823 -1.7 1.0 0.6 -0.021
C -6.631 -5.773 5.528 0.2 0.9 0.5 -0.054
N -7.815 -7.945 6.086 -0.2 -1.8 -1.8 -0.123
O -8.397 -7.659 7.303 0.2 0.2 0.5 -0.005
H -10.500 -6.881 5.063 0.2 0.0 0.9 0.062
H -9.100 -6.242 4.275 0.2 -0.3 -0.2 0.055
H -10.284 -7.349 3.542 0.7 -0.6 -0.5 0.071
H -10.256 -9.149 6.633 0.2 0.5 -0.1 0.068
H -10.656 -9.756 5.070 0.1 0.6 -0.6 0.078
H -9.305 -10.377 5.888 0.4 0.1 0.1 0.073
H -7.700 -10.053 4.186 0.1 -0.1 -0.4 0.104
H -8.745 -9.211 2.925 -0.5 -0.5 0.6 0.103
H -6.333 -8.717 2.499 0.2 -0.2 0.2 0.095
H -7.262 -7.316 2.659 -0.4 0.3 0.5 0.095
H -5.287 -7.088 4.101 0.4 -0.2 0.2 0.114
H -5.453 -8.759 4.665 0.1 0.0 0.0 0.110
H -5.689 -7.251 7.812 -0.7 -0.5 0.3 0.068
H -4.517 -6.974 6.772 0.3 -0.4 -1.2 0.077
H -5.216 -8.681 6.868 0.2 0.2 -0.1 0.080
H -7.093 -5.280 6.384 -0.4 0.3 -0.3 0.082
H -6.999 -5.458 4.552 -1.1 -0.3 0.2 0.074
H -5.661 -5.287 5.429 0.6 -0.5 0.6 0.079
H -8.897 -6.844 7.213 -0.2 0.5 -0.1 0.094
C -6.525 -4.467 -6.870 -0.9 0.0 0.3 -0.037
C -6.850 -5.551 -5.788 -0.7 -0.3 0.7 -0.419
C -6.047 -5.190 -4.433 -0.2 -0.5 -0.4 -0.025
C -8.416 -5.665 -5.552 1.0 -1.3 0.5 -0.102
C -8.774 -6.976 -4.756 0.2 -0.2 -0.3 -0.178
C -8.560 -8.235 -5.635 1.2 1.8 1.0 -0.142
C -7.052 -8.210 -6.146 -1.1 -1.0 -0.5 -0.433
C -6.253 -8.860 -5.000 -0.2 1.2 0.4 -0.036
C -7.147 -9.163 -7.411 0.8 0.4 -0.5 -0.035
N -6.515 -6.852 -6.444 -2.6 -0.5 0.8 -0.158
O -5.257 -6.920 -7.005 0.6 0.3 -0.1 -0.011
H -7.298 -3.707 -6.981 -0.1 0.4 1.0 0.077
H -5.566 -3.976 -6.705 0.0 -0.2 -0.3 0.083
H -6.663 -4.867 -7.875 0.7 -0.5 -0.1 0.077
H -6.327 -5.667 -3.493 -0.2 -1.4 -0.5 0.058
H -4.994 -5.386 -4.637 0.1 0.0 0.2 0.071
H -6.133 -4.212 -3.960 -0.1 0.9 -1.3 0.068
H -8.777 -4.765 -5.054 -0.1 0.0 -0.1 0.111
H -8.844 -5.801 -6.545 -0.3 0.4 -0.1 0.111
H -8.160 -7.072 -3.861 0.2 0.2 0.0 0.084
H -9.796 -7.053 -4.384 -0.2 0.7 -0.1 0.102
H -9.389 -8.271 -6.341 0.5 0.0 -0.6 0.107
H -8.642 -9.126 -5.013 -0.1 -0.1 0.0 0.111
H -6.610 -8.414 -4.072 -0.6 -0.3 0.3 0.063
H -5.248 -8.447 -4.911 0.5 -0.9 -0.8 0.082
H -6.423 -9.937 -4.983 0.6 0.1 0.1 0.084
H -8.056 -9.037 -7.999 -0.2 0.3 0.3 0.067
H -7.090 -10.226 -7.175 -0.2 0.0 0.7 0.073
H -6.372 -9.097 -8.175 0.5 0.6 0.3 0.066
H -5.471 -6.393 -7.778 1.0 -0.1 -0.6 0.083
C -1.316 10.109 -6.184 0.4 -0.5 2.1 -0.034
C -2.413 9.050 -5.772 0.3 -0.7 -0.8 -0.444
C -3.085 9.242 -4.361 0.1 0.5 -1.2 -0.022
C -3.491 9.163 -6.878 -0.6 0.3 1.7 -0.172
C -3.061 8.751 -8.239 -0.4 0.5 -1.0 -0.207
C -2.432 7.398 -8.406 0.4 -0.3 1.1 -0.141
C -1.491 7.031 -7.194 0.9 1.5 0.0 -0.403
C -1.447 5.462 -7.178 0.3 1.8 1.4 -0.036
C -0.022 7.607 -7.466 -0.3 -2.1 -0.4 -0.021
N -1.987 7.631 -5.868 -2.7 -0.3 -4.4 -0.177
O -1.222 7.147 -4.897 1.7 -0.5 2.6 -0.010
H -1.033 10.039 -7.234 -0.6 0.7 0.2 0.060
H -1.540 11.074 -5.728 -0.7 0.4 -1.0 0.081
H -0.367 9.992 -5.659 0.2 -0.9 0.2 0.072
H -3.778 8.447 -4.085 0.6 -0.7 -0.1 0.078
H -2.360 9.440 -3.571 -0.2 0.0 0.0 0.078
H -3.823 10.040 -4.453 0.5 0.7 0.1 0.074
H -4.387 8.649 -6.530 0.0 -0.5 -0.1 0.119
H -3.809 10.205 -6.916 0.1 0.2 0.0 0.120
H -3.947 8.788 -8.872 0.0 0.2 -0.3 0.116
H -2.398 9.548 -8.577 0.1 -0.2 -0.4 0.105
H -1.932 7.353 -9.374 0.7 0.2 0.2 0.112
H -3.161 6.604 -8.568 -0.5 0.0 0.7 0.108
H -1.146 5.096 -8.160 -0.4 -0.1 0.1 0.086
H -2.427 5.172 -6.797 -0.1 -0.5 -0.6 0.083
H -0.714 5.150 -6.434 0.1 -0.2 -0.1 0.069
H 0.756 6.976 -7.036 -0.2 -0.3 0.5 0.068
H 0.291 8.606 -7.161 -0.7 -0.1 -0.6 0.054
H 0.058 7.319 -8.514 0.6 1.0 -0.4 0.071
H -1.854 6.616 -4.407 0.4 -0.2 0.5 0.113
O -3.676 0.947 1.456 -1.7 0.2 -0.6 -0.053
C -2.312 1.046 1.387 1.6 -0.4 -0.2 -0.275
C -1.742 0.657 -0.031 0.4 0.0 1.3 -0.227
O -2.044 1.549 -1.075 -0.7 0.9 -0.1 -0.072
H -3.983 1.473 0.714 -0.6 0.1 0.0 0.087
H -1.989 2.007 1.789 0.3 0.5 -0.6 0.112
H -1.977 0.371 2.175 0.6 -0.5 -0.4 0.116
H -2.176 -0.304 -0.307 0.2 -0.3 0.3 0.115
H -0.654 0.609 0.031 0.1 -0.5 0.3 0.114
H -1.255 1.728 -1.592 -0.1 0.0 0.1 0.083
```
Forces are in eV/Å.